# 1
Computed, not measured: a 2-piece molecular cluster, C4H10NO2 overall, with ωB97M-V/def2-TZVPD.

```
17
Properties=species:S:1:pos:R:3
C -2.51150 -0.58314 0.17393
C -1.38091 0.86604 -0.24778
C 0.97490 -1.23198 0.16900
C 1.85578 1.08572 -0.35697
N 0.96007 0.22527 0.38051
O -1.70947 -0.18706 -1.00159
O -2.13991 0.64692 0.81931
H -3.45180 -0.91166 -0.13051
H -2.10722 -1.40771 0.58680
H -0.72630 1.70979 -0.48383
H 1.28441 -1.36156 -0.80990
H 1.63988 -1.65653 0.96930
H -0.03265 -1.49645 0.33576
H 2.98774 1.01861 -0.21303
H 1.87961 0.80101 -1.46407
H 1.73358 2.04676 -0.05568
H 0.74379 0.43597 1.32874
```

The total energy is -363.24663 Eh. For the HOMO energy, the calculation gives -13.20 eV. The value obtained for the energy above the lowest of the compared OMol25 structures with the same formula, charge and spin is 5.144 eV. The calculation puts the HOMO-LUMO gap at 0.312 Eh. Its charge is +1.

Electronic structure analysis, natural (NBO) charges in units of e: C 0.24; C 0.66; C -0.39; C -0.45; N -0.60; O -0.39; O -0.39; H 0.23; H 0.20; H 0.27; H 0.21; H 0.22; H 0.17; H 0.21; H 0.22; H 0.21; H 0.38

---

# 2
Computed, not measured: a 5-piece molecular cluster, C2H15N2O4 overall, with ωB97M-V/def2-TZVPD.

```
23
Properties=species:S:1:pos:R:3
C -1.59835 -1.80344 -1.13461
N -0.68620 -1.25907 -0.16326
C -0.48142 0.08320 -0.12903
N 0.43537 0.61561 0.66581
H -1.64743 -1.34317 -2.12342
H -2.73389 -1.72383 -0.84364
H -1.42934 -2.85234 -1.16637
H -0.03815 -1.87404 0.36803
H -1.11183 0.68894 -0.76934
H 1.17836 0.11317 1.11901
H 0.64109 1.60360 0.46087
H 2.59349 -2.98396 2.27589
H 2.35645 -2.59715 0.68131
O 1.98119 -2.60538 1.57895
H 3.03815 3.19618 -0.01204
H 1.91804 3.87045 0.69092
O 2.14705 3.17301 0.16127
H -3.89129 -0.06926 1.20642
H -3.10690 0.93729 1.76354
O -2.99213 0.21150 1.24365
H 1.20459 1.11322 -2.66864
H 1.26915 2.21392 -1.45166
O 0.95398 1.29156 -1.75365
```

The total energy is -495.42795 Eh. For the HOMO energy, the calculation gives -13.65 eV. The value obtained for the energy above the lowest of the compared OMol25 structures with the same formula, charge and spin is 1.205 eV. The calculation puts the HOMO-LUMO gap at 0.408 Eh. Its charge is +1.

Electronic structure analysis, natural (NBO) charges in units of e: C -0.43; N -0.54; C 0.46; N -0.73; H 0.22; H 0.21; H 0.23; H 0.44; H 0.24; H 0.43; H 0.43; H 0.51; H 0.48; O -0.99; H 0.49; H 0.49; O -0.96; H 0.48; H 0.47; O -0.94; H 0.50; H 0.51; O -1.00

---

# 3
Computed, not measured: a 2-piece molecular cluster, C5H13B2Cl2F4N3O overall, with ωB97M-V/def2-TZVPD.

```
30
Properties=species:S:1:pos:R:3
C 2.84493 0.90289 -0.39985
C 1.44782 0.35949 -1.08685
Cl 1.49978 0.05709 -2.93222
C 0.19340 0.15386 -0.27038
Cl 0.35601 0.52848 1.57561
N -1.12392 -0.35637 -0.87777
C -2.23679 0.54963 -0.39991
C -3.69070 0.30635 -1.11737
N -4.75466 0.60055 -0.03905
B -1.25103 -1.81018 -0.46282
N -1.06677 -2.37779 0.93240
O -1.61315 -2.79272 -1.54240
H 3.05015 0.46130 0.67895
H 3.73205 0.49650 -1.07772
H 2.90312 2.07478 -0.29138
H -1.13045 -0.31618 -1.92993
H -2.36948 0.57305 0.78014
H -1.90505 1.65918 -0.68911
H -3.92118 1.03184 -2.02091
H -3.89830 -0.79127 -1.46706
H -4.53076 0.00824 0.80989
H -5.69663 0.26415 -0.40249
H -1.75680 -1.88434 1.54256
H -0.08274 -2.27993 1.28020
H -2.51570 -2.43544 -1.85942
B 5.50344 1.00336 2.25338
F 5.69548 0.08694 1.14113
F 5.11972 2.30995 1.74404
F 4.45543 0.49589 3.12408
F 6.74279 1.12072 3.00422
```

The total energy is -1807.44435 Eh. For the HOMO energy, the calculation gives -10.03 eV. The calculation puts the HOMO-LUMO gap at 0.301 Eh. Its charge is 0.

Electronic structure analysis, natural (NBO) charges in units of e: C -0.70; C 0.10; Cl 0.00; C -0.01; Cl 0.07; N -0.73; C -0.27; C -0.26; N -0.83; B 1.28; N -1.14; O -0.88; H 0.32; H 0.28; H 0.29; H 0.48; H 0.27; H 0.27; H 0.24; H 0.17; H 0.35; H 0.38; H 0.40; H 0.43; H 0.49; B 1.37; F -0.59; F -0.59; F -0.59; F -0.58

---

# 4
Computed, not measured: a 2-piece molecular cluster, C6H16 overall, with ωB97M-V/def2-TZVPD.

```
22
Properties=species:S:1:pos:R:3
C -2.37845 0.74155 -1.41630
C -1.81177 -0.45476 -2.20494
C -2.71516 0.40043 0.00890
H -3.20693 1.21485 -1.94776
H -1.59511 1.51091 -1.41584
H -1.89802 -1.36796 -1.61456
H -2.42042 -0.65526 -3.09051
H -3.25529 -0.54035 0.14908
H -0.78140 -0.27656 -2.50940
H -3.07816 1.19946 0.65975
H -1.79922 0.11302 0.56170
C 2.83291 0.04862 1.08996
C 2.32675 -1.30101 0.56485
C 1.74949 0.83732 1.84076
H 3.64903 -0.10183 1.80567
H 3.24627 0.53310 0.20723
H 1.52787 -1.16859 -0.16300
H 1.92588 -1.93749 1.35964
H 0.92492 1.12635 1.18816
H 1.34993 0.16282 2.59719
H 3.17037 -1.81716 0.09216
H 2.23649 1.73252 2.23727
```

The total energy is -238.12548 Eh. For the HOMO energy (alpha / beta), the calculation gives 1.46 / -7.58 eV. The multiplicity is 2. The value obtained for the energy above the lowest of the compared OMol25 structures with the same formula, charge and spin is 0.224 eV. The calculation puts the HOMO-LUMO gap (alpha / beta) at 0.102 / 0.431 Eh. Its charge is -1. The expectation value of S² is 0.75.

Electronic structure analysis, natural (NBO) charges in units of e: C -0.49; C -0.71; C -0.81; H 0.18; H 0.19; H 0.20; H 0.18; H 0.19; H 0.20; H 0.20; H 0.20; C -0.46; C -0.73; C -0.83; H 0.17; H 0.18; H 0.20; H 0.19; H 0.20; H 0.19; H 0.18; H 0.19

---

# 5
Computed, not measured: CH5O2P as an isolated structure, with ωB97M-V/def2-TZVPD.

```
9
Properties=species:S:1:pos:R:3
C 0.76587 0.85042 0.51656
O -2.38788 -1.13608 -0.31694
O -0.53709 0.32153 0.62311
P -0.99745 -0.76208 -0.42553
H 0.84525 1.94482 0.60529
H 1.19315 0.52504 -0.47140
H 1.39098 0.40562 1.17666
H -0.44668 -0.06242 -1.50911
H 0.17385 -2.08684 -0.19865
```

The total energy is -532.90159 Eh. For the HOMO energy, the calculation gives -10.62 eV. The value obtained for the energy above the lowest of the compared OMol25 structures with the same formula, charge and spin is 0.743 eV. The calculation puts the HOMO-LUMO gap at 0.415 Eh. Its charge is 0.

Electronic structure analysis, natural (NBO) charges in units of e: C -0.25; O -1.05; O -0.82; P 1.82; H 0.20; H 0.17; H 0.19; H -0.12; H -0.14

---

# 6
Computed, not measured: a single C2H4N4O molecule, with ωB97M-V/def2-TZVPD.

```
11
Properties=species:S:1:pos:R:3
N -2.31329 -0.60834 0.14626
N -1.03166 -0.16755 -0.10656
C 0.15934 -0.86775 -0.25289
C 1.18210 0.03508 0.05544
O 2.52434 -0.36859 0.18132
N 0.50821 1.36635 -0.04621
N -0.80138 1.15868 -0.03683
H -2.69233 -0.66684 1.18548
H -2.90852 -0.31887 -0.53521
H 0.23887 -1.89494 -0.41030
H 2.58540 -1.41865 -0.20248
```

The total energy is -372.73374 Eh. Its SMILES is Nn1cc(O)nn1. For the HOMO energy, the calculation gives -9.06 eV. The value obtained for the energy above the lowest of the compared OMol25 structures with the same formula, charge and spin is 4.533 eV. The calculation puts the HOMO-LUMO gap at 0.346 Eh. Its charge is 0.

Electronic structure analysis, natural (NBO) charges in units of e: N -0.66; N -0.04; C -0.18; C 0.37; O -0.67; N -0.26; N -0.04; H 0.39; H 0.37; H 0.22; H 0.49

---

# 7
Computed, not measured: a single C21H25N5O2 molecule, with ωB97M-V/def2-TZVPD.

```
53
Properties=species:S:1:pos:R:3
N -1.71195 -2.33110 0.82178
C -1.16975 -1.12457 0.62421
C 0.18955 -0.86273 0.45538
C 1.20419 -1.90307 0.35126
O 0.92596 -3.10078 0.42299
N 2.44824 -1.42599 0.15774
C 3.61745 -2.25503 0.00776
C 4.69048 -1.88287 1.04502
C 5.58701 -0.88904 0.31380
C 5.69544 -1.50106 -1.08008
C 4.28607 -2.03004 -1.36820
C 0.32285 0.54197 0.33910
N 1.36992 1.31708 0.15553
C 1.10098 2.64406 0.08951
C 2.16751 3.54280 -0.10445
C 1.93653 4.88911 -0.17366
C 0.63491 5.39719 -0.05381
C -0.42540 4.55231 0.13433
C -0.22256 3.16427 0.21032
N -1.30212 2.35282 0.39508
C -1.01102 1.08766 0.45331
N -1.88786 0.04979 0.62978
C -3.30406 0.21364 0.82309
C -4.14047 -0.30136 -0.35994
C -5.55901 0.28807 -0.36428
C -6.41523 -0.88815 -0.82729
C -5.66225 -2.05827 -0.20283
O -4.28960 -1.72058 -0.30240
H -2.68512 -2.47412 0.59052
H -1.03389 -3.07996 0.68380
H 2.55693 -0.42035 0.10672
H 3.26829 -3.28313 0.13332
H 4.24238 -1.47060 1.94772
H 5.26409 -2.76979 1.31644
H 6.55668 -0.76473 0.79398
H 5.09948 0.08552 0.25974
H 6.40933 -2.32613 -1.06074
H 6.02637 -0.78301 -1.82906
H 3.70741 -1.29212 -1.92513
H 4.31129 -2.94597 -1.95588
H 3.16279 3.13462 -0.19413
H 2.75993 5.57261 -0.32166
H 0.47455 6.46383 -0.11121
H -1.43520 4.92163 0.22904
H -3.61476 -0.30804 1.73511
H -3.46633 1.28789 0.93851
H -3.61068 -0.06714 -1.29337
H -5.63468 1.15571 -1.01404
H -5.83967 0.58030 0.64887
H -7.44627 -0.82712 -0.48899
H -6.39717 -0.96906 -1.91430
H -5.80959 -3.00660 -0.72187
H -5.94198 -2.18044 0.85355
```

The total energy is -1239.57295 Eh. Its SMILES is Nc1c(C(=O)NC2CCCC2)c2nc3ccccc3nc2n1C[C@@H]1CCCO1. For the HOMO energy, the calculation gives -7.58 eV. The value obtained for the energy above the lowest of the compared OMol25 structures with the same formula, charge and spin is 0.000 eV. The calculation puts the HOMO-LUMO gap at 0.287 Eh. Its charge is 0.

Electronic structure analysis, natural (NBO) charges in units of e: N -0.79; C 0.50; C -0.37; C 0.68; O -0.70; N -0.61; C -0.06; C -0.41; C -0.40; C -0.40; C -0.42; C 0.25; N -0.50; C 0.19; C -0.22; C -0.21; C -0.22; C -0.19; C 0.07; N -0.42; C 0.35; N -0.39; C -0.24; C 0.09; C -0.43; C -0.43; C -0.06; O -0.56; H 0.42; H 0.45; H 0.42; H 0.24; H 0.22; H 0.20; H 0.21; H 0.19; H 0.20; H 0.21; H 0.21; H 0.21; H 0.22; H 0.21; H 0.21; H 0.22; H 0.21; H 0.25; H 0.19; H 0.23; H 0.20; H 0.22; H 0.21; H 0.20; H 0.16

---

# 8
Computed, not measured: C8H12BCeN5O5 as an isolated structure, with ωB97M-V/def2-TZVPD.

```
32
Properties=species:S:1:pos:R:3
Ce 8.32542 4.91774 6.64193
O 8.17309 8.32185 11.42811
C 8.99063 7.27009 11.77991
O 9.44044 7.16250 12.90084
C 9.21833 6.29249 10.71486
C 9.75776 5.01740 10.91380
N 9.74395 4.39255 9.70152
N 9.27379 5.15860 8.74882
C 8.94426 6.36986 9.28736
C 8.40114 7.38921 8.44620
O 8.11887 8.56604 8.74054
O 8.25405 6.93417 7.15636
H 7.94522 8.34356 10.47477
H 10.01297 4.62799 11.93384
H 10.17601 3.51869 9.47784
B 10.68088 4.90759 4.95315
C 9.26845 4.93377 4.24204
N 8.14979 4.59668 3.98017
H 11.34496 5.98143 4.67761
H 11.29736 3.95724 4.62623
H 10.71431 4.97420 6.15885
C 4.53956 4.83950 4.47944
N 4.32865 5.01793 5.92314
C 5.07995 4.69330 7.00095
N 4.59051 5.07088 8.23207
O 6.28581 4.25937 6.98231
H 5.58986 4.88198 4.18880
H 3.97777 5.66751 3.93997
H 3.97712 3.91728 4.21275
H 3.34418 5.12939 6.11972
H 3.75901 5.67037 8.38882
H 5.23394 5.09339 9.01877
```

The total energy is -1461.86315 Eh. For the HOMO energy (alpha / beta), the calculation gives -13.18 / -13.25 eV. The multiplicity is 2. The value obtained for the energy above the lowest of the compared OMol25 structures with the same formula, charge and spin is 0.108 eV. The calculation puts the HOMO-LUMO gap (alpha / beta) at 0.323 / 0.326 Eh. Its charge is +1. The expectation value of S² is 0.75.

Electronic structure analysis, Löwdin charges in units of e: Ce 1.48; O 0.12; C -0.44; O 0.14; C -0.01; C 0.08; N 0.06; N -0.09; C -0.08; C -0.41; O 0.13; O -0.20; H 0.06; H 0.18; H 0.18; B -0.41; C -0.26; N 0.10; H 0.08; H 0.04; H -0.02; C -0.02; N 0.05; C -0.46; N 0.19; O -0.20; H 0.06; H 0.12; H 0.11; H 0.15; H 0.15; H 0.12